The following is a DFT calculation (the ωB97M-V functional and the def2-TZVPD basis) of a cluster of 3 separate species, CH6N4O in total at a distorted geometry.

Last column: Mulliken charge in e.
Element x y z (Å)
1 N 0.86 0.63 1.38  -0.5900
2 C 0.77 1.08 0.19  0.7000
3 N -0.89 -0.32 -1.64  -0.2541
4 N 0.04 -1.34 1.71  -0.4702
5 O -0.13 -0.44 -0.56  -0.3278
6 N 0.90 1.97 -0.65  -0.6170
7 H 1.71 0.14 1.61  0.3033
8 H -0.60 -0.85 -2.45  0.2398
9 H -1.87 -0.07 -1.49  0.2300
10 H -0.64 -1.74 1.05  0.2382
11 H -0.54 -0.83 2.38  0.2578
12 H 0.41 1.77 -1.53  0.2899

Calculated values
- ΔE to the lowest compared entry with this formula, charge and spin (kcal/mol) = 172.0
- net charge = 0
- frontier orbital gap (spin up / spin down) (Ha) = 0.2582 / 0.3525

---

The following is a DFT calculation (the ωB97M-V functional and the def2-TZVPD basis) of a structure of composition CH6N4O2 at a distorted geometry.

Last column: Mulliken charge in e.
Element x y z (Å)
1 C -0.17 -0.34 -0.26  0.4132
2 H 2.38 -1.61 -0.91  0.3226
3 H 2.35 -1.68 1.07  0.3388
4 H -1.89 -1.55 -0.18  0.2907
5 H -1.73 0.39 1.27  0.3660
6 H -0.63 1.48 -0.75  0.3400
7 H 2.04 1.30 0.06  0.4267
8 N 2.10 -0.89 0.14  -0.6102
9 N 0.58 -1.36 0.13  -0.5043
10 N -1.60 -0.61 -0.36  -0.2949
11 N 0.25 1.09 -0.48  -0.2484
12 O -2.49 0.17 0.37  -0.4265
13 O 1.13 1.85 0.25  -0.4138

Calculated values
- ΔE to the lowest compared entry with this formula, charge and spin (kcal/mol) = 176.8
- net charge = 0
- frontier orbital gap (Ha) = 0.3453

---

The following is a DFT calculation (the ωB97M-V functional and the def2-TZVPD basis) of an isolated molecule of CH6N6 at a distorted geometry.

Last column: Mulliken charge in e.
Element x y z (Å)
1 C 0.53 1.22 0.15  -0.9476
2 N 0.21 -0.20 0.08  0.3648
3 N -0.90 -0.76 -0.91  -0.0555
4 N -2.12 -0.94 -0.62  0.0153
5 N 1.14 -1.14 -0.02  -0.1344
6 N -2.87 -0.44 0.20  -0.4366
7 N 2.32 -1.01 0.32  -0.6117
8 H -0.32 -1.59 -1.21  0.3436
9 H -2.39 0.19 0.87  0.2061
10 H 2.59 -0.07 0.65  0.2241
11 H 0.80 1.49 1.17  0.3094
12 H -0.34 1.78 -0.17  0.3387
13 H 1.36 1.47 -0.52  0.3838

Calculated values
- ΔE to the lowest compared entry with this formula, charge and spin (kcal/mol) = 81.7
- SMILES = [H]/N=N\NN(C)/N=N\[H]
- net charge = 0
- frontier orbital gap (Ha) = 0.3744

---

The following is a DFT calculation (the ωB97M-V functional and the def2-TZVPD basis) of the ion CH6N6 with charge +2 at a distorted geometry.

Last column: Mulliken charge in e.
Element x y z (Å)
1 C -0.10 -1.10 -0.32  0.2289
2 N 0.46 -1.29 -1.48  -0.0888
3 N 1.08 -0.73 -2.36  0.6848
4 N 1.54 -0.46 -3.33  -0.2483
5 N 0.48 1.23 -0.15  -0.7960
6 N -0.10 0.12 0.35  0.6151
7 N -0.87 0.21 1.53  -0.6289
8 H -0.41 -2.01 0.31  0.3283
9 H 0.00 2.11 0.15  0.2813
10 H 1.51 1.25 -0.26  0.2940
11 H -0.79 1.13 1.93  0.3807
12 H -0.76 -0.59 2.31  0.4574
13 H -2.03 0.12 1.32  0.4915

Calculated values
- ΔE to the lowest compared entry with this formula, charge and spin (kcal/mol) = 11.3
- SMILES = N#[N+]/N=C\N(N)[NH3+]
- net charge = +2
- frontier orbital gap (spin up / spin down) (Ha) = 0.3338 / 0.3338

---

The following is a DFT calculation (the ωB97M-V functional and the def2-TZVPD basis) of an isolated molecule of CH6N6O4S2 at a distorted geometry.

Last column: Mulliken charge in e.
Element x y z (Å)
1 C -1.50 2.07 -0.34  0.0012
2 N -0.39 2.44 0.24  -0.4143
3 N 0.72 1.82 0.16  -0.2460
4 N -0.54 0.24 -0.95  -0.6612
5 N 0.64 0.65 -0.39  0.7042
6 N -1.32 -2.29 -0.81  -0.5276
7 N 2.27 -0.17 1.52  -0.4007
8 O -0.52 -0.87 1.18  -0.6050
9 O -2.70 -0.46 0.15  -0.6916
10 O 1.41 -1.74 -0.32  -0.6230
11 O 3.02 -0.08 -0.83  -0.6292
12 S -1.31 -0.86 -0.04  1.2616
13 S 1.94 -0.46 -0.01  1.1904
14 H -2.38 2.07 0.29  0.2831
15 H -1.63 2.28 -1.42  0.2579
16 H -0.40 -2.40 -1.10  0.3195
17 H -2.08 -2.31 -1.40  0.2754
18 H 1.58 -0.13 2.28  0.2659
19 H 3.18 0.19 1.82  0.2395

Calculated values
- ΔE to the lowest compared entry with this formula, charge and spin (kcal/mol) = 33.9
- net charge = 0
- frontier orbital gap (spin up / spin down) (Ha) = 0.3322 / 0.3322

---

The following is a DFT calculation (the ωB97M-V functional and the def2-TZVPD basis) of a cluster of 2 separate species, CH6NO in total at a distorted geometry.

Last column: Mulliken charge in e.
Element x y z (Å)
1 O 1.79 -0.89 0.54  -1.0954
2 H 2.08 -0.63 -0.32  0.1187
3 C -0.85 0.87 0.30  -0.6832
4 N -1.13 -0.01 -0.83  -0.7069
5 H -0.15 0.43 1.02  0.2995
6 H -0.31 1.79 0.04  0.2182
7 H -1.77 1.21 0.78  0.2607
8 H -0.86 -0.93 -0.56  0.3243
9 H -0.40 0.17 -1.51  0.2642

Calculated values
- ΔE to the lowest compared entry with this formula, charge and spin (kcal/mol) = 8.1
- net charge = -1
- frontier orbital gap (Ha) = 0.2590

---

The following is a DFT calculation (the ωB97M-V functional and the def2-TZVPD basis) of a cluster of 2 separate species, CH6NO in total at a distorted geometry.

Last column: Mulliken charge in e.
Element x y z (Å)
1 O -2.01 0.04 -0.78  -1.1661
2 H -2.60 0.76 -0.55  0.1288
3 C 1.71 -0.01 0.14  -4.4599
4 N 0.35 -0.19 0.64  -0.0979
5 H 1.85 0.83 -0.54  0.6464
6 H 2.19 -0.93 -0.23  1.3380
7 H 2.37 0.23 1.00  0.9380
8 H 0.10 0.68 1.09  0.2303
9 H -0.54 -0.42 0.11  0.4424

Calculated values
- ΔE to the lowest compared entry with this formula, charge and spin (kcal/mol) = 8.6
- spin multiplicity = 2
- ⟨S²⟩ = 0.751
- net charge = -2
- frontier orbital gap (spin up / spin down) (Ha) = 0.1262 / 0.2827

---

The following is a DFT calculation (the ωB97M-V functional and the def2-TZVPD basis) of a cluster of 2 separate species, CH6NO in total at a distorted geometry.

Last column: Mulliken charge in e.
Element x y z (Å)
1 C -0.67 -0.07 1.51  -0.0323
2 N -0.76 0.23 0.30  -0.0586
3 H 0.29 -0.33 1.97  0.2633
4 H -1.50 -0.05 2.21  0.2776
5 H -1.67 0.42 -0.11  0.2843
6 H 0.06 0.11 -0.34  0.2866
7 H 1.89 0.51 -1.73  0.3375
8 H 1.13 -0.68 -2.31  0.3359
9 O 1.22 -0.14 -1.51  -0.6943

Calculated values
- ΔE to the lowest compared entry with this formula, charge and spin (kcal/mol) = 1.8
- net charge = +1
- frontier orbital gap (Ha) = 0.4318

---

The following is a DFT calculation (the ωB97M-V functional and the def2-TZVPD basis) of a cluster of 2 separate species, CH6NO2 in total at a distorted geometry.

Last column: Mulliken charge in e.
Element x y z (Å)
1 O 0.88 -0.15 -2.33  -1.1173
2 H 0.26 0.42 -2.77  0.1548
3 N 0.41 -0.40 0.09  -0.5128
4 C -0.66 0.16 0.77  -0.2748
5 O -0.26 0.58 2.08  -0.5974
6 H 0.56 -0.15 -0.88  0.3490
7 H 0.53 -1.43 0.21  0.1351
8 H -0.88 1.00 0.26  0.2967
9 H -1.54 -0.52 0.81  0.2120
10 H 0.70 0.50 1.78  0.3547

Calculated values
- ΔE to the lowest compared entry with this formula, charge and spin (kcal/mol) = 27.4
- net charge = -1
- frontier orbital gap (Ha) = 0.2727

---

The following is a DFT calculation (the ωB97M-V functional and the def2-TZVPD basis) of a cluster of 2 separate species, CH6NO2 in total at a distorted geometry.

Last column: Mulliken charge in e.
Element x y z (Å)
1 N 0.92 -1.51 -0.43  -0.7444
2 C -0.47 -1.10 -0.12  -0.1953
3 O -0.55 0.09 0.49  -0.9181
4 H 1.58 -0.74 -0.44  0.2778
5 H 1.32 -1.90 0.43  0.2216
6 H -1.04 -1.16 -1.09  0.1532
7 H -1.06 -1.88 0.43  0.1924
8 H 0.01 2.00 0.16  0.4339
9 H -0.81 3.23 0.37  0.2752
10 O 0.10 2.96 0.20  -0.6964

Calculated values
- ΔE to the lowest compared entry with this formula, charge and spin (kcal/mol) = 12.5
- net charge = -1
- frontier orbital gap (Ha) = 0.2687

---

> Which value of ΔE to the lowest compared entry with this formula, charge and spin does entry 2 give?

176.8 kcal/mol

---

> Which of these has the highest ΔE to the lowest compared entry with this formula, charge and spin?

CH6N4O2

---

> net charge of number 4 (CH6N6)?

+2